1.
A molecular structure, C32H31N4O5SZr in a non-equilibrium geometry, computed with ωB97M-V/def2-TZVPD.

CARTESIAN COORDINATES (ANGSTROEM)
Zr: 0.76158 -0.62243 -0.10880
N: -3.07584 -2.65807 1.09398
C: -2.12911 -1.72736 0.46708
S: -0.72699 -1.60208 1.69083
N: -1.71632 -2.33856 -0.77754
N: -0.50393 -2.05094 -1.12758
C: -0.05288 -2.35873 -2.32840
C: 1.36726 -2.38113 -2.61305
C: 1.82280 -2.60608 -3.91831
C: 3.17057 -2.70911 -4.21962
C: 4.10638 -2.60289 -3.19979
C: 3.68810 -2.41826 -1.89182
C: 2.33640 -2.30626 -1.56649
O: 1.95599 -2.14363 -0.29575
H: -3.41793 -2.25656 1.95814
H: -3.85624 -2.82912 0.46938
H: -0.74760 -2.76009 -3.06057
H: 1.08189 -2.70996 -4.70404
H: 3.48749 -2.87503 -5.24260
H: 5.16473 -2.66495 -3.42619
H: 4.40312 -2.34111 -1.08246
C: -0.01154 2.33714 2.36206
N: -0.81942 1.93820 1.21962
C: -1.04899 3.09503 0.36375
C: -2.08862 1.39438 1.73896
C: -3.00140 0.85651 0.66552
C: -3.97091 1.76077 0.21920
C: -4.82629 1.48835 -0.82903
C: -4.72122 0.26001 -1.45960
C: -3.79830 -0.66265 -1.00775
C: -2.92228 -0.41952 0.06496
H: -0.51440 3.12599 2.94838
H: 0.95618 2.70608 2.02783
H: 0.15104 1.47008 3.00256
H: -1.51361 3.92739 0.92279
H: -1.70057 2.82411 -0.46251
H: -0.09697 3.43860 -0.04571
H: -2.62118 2.20192 2.27177
H: -1.84225 0.61354 2.45162
H: -4.02873 2.72837 0.70732
H: -5.54795 2.22625 -1.15890
H: -5.36654 0.01276 -2.29474
H: -3.73006 -1.62723 -1.49007
C: 3.42308 1.03350 -3.31721
C: 2.12847 0.97866 -2.55324
O: 2.13421 0.37958 -1.47091
C: 0.92441 1.59616 -3.05681
C: 0.92589 2.38445 -4.22040
C: -0.21416 2.99873 -4.67162
C: -1.40986 2.82164 -3.95829
C: -1.45066 2.05162 -2.82586
C: -0.28955 1.40690 -2.32978
O: -0.37559 0.67930 -1.27113
H: 4.19568 0.60485 -2.68376
H: 3.68827 2.05583 -3.58718
H: 3.32978 0.43500 -4.22473
H: 1.85129 2.50602 -4.76914
H: -0.19382 3.60859 -5.56523
H: -2.31768 3.29182 -4.31778
H: -2.37508 1.89857 -2.27949
O: 3.95668 -0.06984 0.47730
C: 3.19728 -0.01916 1.42695
O: 1.90491 0.17585 1.37546
C: 3.77047 -0.14904 2.81913
C: 2.94269 -0.39650 3.90853
C: 3.48554 -0.51368 5.17936
C: 4.85483 -0.38538 5.36710
C: 5.68321 -0.14445 4.27822
C: 5.14198 -0.02689 3.00818
H: 1.88026 -0.51128 3.73616
H: 2.84075 -0.70964 6.02752
H: 5.27804 -0.47988 6.35984
H: 6.75364 -0.05754 4.42082
H: 5.76522 0.15515 2.14267

Atoms 1-2, force components in eV/Å:
Zr -1.1 1.4 0.9
N 0.1 -0.1 -0.1

Values from the calculation:
E_HOMO	-3.48	eV
charge	-1
Kohn-Sham gap	5.83	eV

2.
A molecular structure, C9H22ClI2N2OsP2 in a non-equilibrium geometry, computed with ωB97M-V/def2-TZVPD.

CARTESIAN COORDINATES (ANGSTROEM)
I: 0.06548 -0.68564 -2.79696
I: 0.01365 3.04448 -1.09832
Os: 0.04456 0.42600 -0.40403
P: -2.21374 0.89554 -0.24561
C: -3.08935 1.07131 -1.84647
C: -3.10220 -0.43979 0.64197
H: -4.08792 -0.07427 0.95638
H: -3.82135 2.22031 1.05388
H: -2.51810 -0.70914 1.52913
H: -2.14827 2.44669 1.64704
H: -2.76258 0.26454 -2.51811
H: -3.21230 -1.32689 0.00781
C: -2.77192 2.35698 0.75086
H: -4.17578 1.01687 -1.69405
H: -2.69397 3.27860 0.16993
H: -2.83848 2.02882 -2.31708
P: 2.27069 0.92069 -0.25153
C: 3.16979 1.13302 -1.83474
C: 2.81447 2.36434 0.77153
H: 2.51873 -0.73602 1.48134
H: 4.10546 -0.08223 0.97932
H: 3.27361 -1.29711 -0.04398
C: 3.13224 -0.43870 0.62197
H: 2.19648 2.43181 1.67493
H: 3.86820 2.22691 1.06146
H: 4.25240 1.10570 -1.66212
H: 2.90485 2.09049 -2.29631
H: 2.72603 3.29462 0.20331
H: 2.87725 0.32160 -2.51423
Cl: 0.03280 0.78412 2.01493
N: -0.06780 -3.02305 -0.50513
C: -0.14383 -4.19512 0.15693
C: -0.12141 -3.88251 1.50999
C: -0.03180 -2.47994 1.57277
N: -0.00337 -1.96007 0.32221
H: -0.06217 -2.86775 -1.51709
H: -0.22752 -5.13767 -0.35990
H: -0.18068 -4.55494 2.34448
H: 0.00786 -1.83260 2.43348

Atoms 1-2, force components in eV/Å:
I 0.0 1.1 0.7
I 0.0 -1.0 0.1

Values from the calculation:
E_HOMO (alpha / beta)	-19.18 / -19.10	eV
charge	+3
expectation value of S²	6.027
2S+1	5
Kohn-Sham gap (alpha / beta)	6.55 / 4.24	eV

3.
A molecular structure, C19H19N4O4Sn, computed with ωB97M-V/def2-TZVPD.

CARTESIAN COORDINATES (ANGSTROEM)
Sn: 0.15150 2.27724 -0.94791
C: 2.60737 2.86032 1.19079
O: 1.84244 1.65606 0.90927
C: 1.90591 0.66693 1.85594
C: 2.75138 0.72462 2.94409
C: 2.67296 -0.25528 3.93080
C: 1.72259 -1.27927 3.88653
C: 0.88033 -1.35045 2.81124
C: 0.98793 -0.41209 1.75458
N: 0.28530 -0.55590 0.58881
N: -0.68534 -1.33531 0.60374
C: -1.93389 -1.26248 0.37995
C: -2.44989 0.18733 0.31774
O: -1.55670 1.05024 0.27528
C: -3.84390 0.38345 0.22212
C: -4.65291 -0.70335 0.08424
C: -4.18978 -2.07228 -0.01525
C: -5.08981 -3.09940 -0.25216
C: -4.64350 -4.42016 -0.31866
C: -3.30585 -4.71695 -0.11869
C: -2.38798 -3.69472 0.11534
C: -2.82217 -2.37872 0.14276
H: 2.35341 3.24138 2.17791
H: 3.67303 2.66297 1.10270
H: 2.31866 3.59799 0.44153
H: 3.47234 1.51942 3.05565
H: 3.37293 -0.21280 4.75569
H: 1.67626 -2.01864 4.67311
H: 0.18134 -2.16967 2.70690
H: -4.23453 1.39104 0.24139
H: -5.72424 -0.54193 0.03032
H: -6.14027 -2.87315 -0.38382
H: -5.34884 -5.21463 -0.52072
H: -2.96943 -5.74425 -0.14244
H: -1.34288 -3.93159 0.27155
C: 3.65418 0.39671 -3.71629
O: 3.34780 1.82925 -3.77895
C: 2.41497 2.31277 -3.04186
O: 1.76267 1.62702 -2.19427
N: 2.19386 3.61816 -3.23129
N: 1.16638 4.24429 -2.51548
H: 4.43870 0.25688 -4.44951
H: 2.76695 -0.17012 -3.98148
H: 4.00358 0.14939 -2.71857
H: 2.71393 4.11543 -3.94512
H: 0.46005 4.58678 -3.16658
H: 1.54314 5.05746 -2.03091

Atoms 1-2, force components in eV/Å:
Sn 0.2 0.1 0.2
C 0.1 0.0 0.0

Values from the calculation:
E_HOMO	-17.28	eV
charge	+3
Kohn-Sham gap	6.24	eV